Record 1
This record from the Open Molecules 2025 dataset describes a structure of composition C8H11BrOS. The level of theory is ωB97M-V/def2-TZVPD.

Frontier orbital gap (alpha / beta) in eV: 7.7 / 7.7
Net charge: 0
HOMO (alpha / beta) in hartree: -0.27344 / -0.27343
LUMO energy (alpha / beta) in eV: 0.26 / 0.26
Relative energy (zero: lowest compared OMol25 entry of this formula, charge and spin) in kcal/mol: 25.35

Last column: natural (NBO) charge in e.
Geometry (Å):
1 C -2.75305 2.03808 -1.25398  -0.3758
2 C 0.07502 0.16459 2.22438  -0.3086
3 C -1.86388 2.06906 -0.21660  -0.1733
4 C -0.50364 0.31709 1.03517  -0.1652
5 C -0.17959 -0.56701 -0.12062  0.7013
6 C 2.48370 -2.79330 -0.52514  -0.7521
7 C -1.77021 1.07918 0.93642  -0.4721
8 C 1.95102 -0.04308 -0.80904  -0.5532
9 O -0.72881 -1.35008 -0.79902  -0.4887
10 S 3.02639 -1.10566 0.07290  0.1903
11 Br 2.22639 1.79142 -0.12386  0.0240
12 H -2.74034 2.83088 -1.89101  0.1995
13 H -3.27589 1.06495 -1.43582  0.1925
14 H -0.42248 0.78059 2.93808  0.2059
15 H 0.89545 -0.58206 2.37620  0.2373
16 H -1.47948 3.08176 -0.07531  0.1965
17 H 2.24247 -3.58259 0.23334  0.2336
18 H 3.43341 -3.05106 -1.06447  0.2300
19 H 1.60878 -2.60453 -1.23670  0.2386
20 H -1.92300 1.59487 1.88750  0.2266
21 H -2.67414 0.46132 0.74820  0.2300
22 H 2.01454 -0.24742 -1.82088  0.1829

Atomic forces in eV per Å
C 1.8 -3.9 3.3
C 0.8 -1.0 -1.2
C -2.0 1.5 -0.7
C -0.4 -2.0 -0.1
C 3.0 1.4 -1.3
C 0.3 0.7 -1.2
C -1.3 0.9 -1.6
C -2.9 0.0 3.7
O -0.3 0.2 0.6
S 0.2 -0.9 1.1
Br 0.0 -1.1 -1.0
H -0.5 1.9 -1.9
H 0.1 1.2 -0.2
H 0.5 0.0 1.2
H -0.8 1.2 0.2
H 0.7 -0.4 0.1
H 0.1 1.2 -0.4
H -1.3 -0.5 0.2
H 1.3 -0.6 0.9
H -0.1 0.1 -0.1
H 0.7 -0.4 0.5
H -0.2 0.5 -2.2



Record 2
This record from the Open Molecules 2025 dataset describes a cluster of 2 separate species, C8H11Cl2O2P in total. The level of theory is ωB97M-V/def2-TZVPD.

Frontier orbital gap (alpha / beta) in eV: 6.9 / 8.6
Net charge: 0
HOMO (alpha / beta) in hartree: -0.31348 / -0.33006
LUMO energy (alpha / beta) in eV: -1.63 / -0.37
Relative energy (zero: lowest compared OMol25 entry of this formula, charge and spin) in kcal/mol: 118.71

Last column: natural (NBO) charge in e.
Geometry (Å):
1 C -0.78856 2.29646 -1.35653  -0.5272
2 C -2.89405 0.66487 0.70802  -0.3347
3 C 3.33375 -0.59326 -0.00633  -0.1414
4 C 0.34909 1.99053 -1.93068  0.1458
5 C -1.87636 0.23240 1.41526  -0.0318
6 C 2.06164 -0.73313 -0.08985  -0.4359
7 C -4.38728 0.83227 0.98575  -0.6541
8 C 4.28102 -1.66316 -0.39442  -0.6413
9 O 1.84367 1.70128 1.06612  -1.0006
10 O 1.31666 1.34684 -1.26067  -0.7710
11 P 1.10205 0.73543 0.23390  1.7875
12 Cl -1.32124 -0.55844 2.75336  0.1139
13 Cl 1.19685 -2.05450 -0.79309  0.0085
14 H -1.59987 2.94085 -1.77653  0.2183
15 H -0.97732 1.93982 -0.35389  0.1921
16 H -2.55838 0.90165 -0.33286  0.2503
17 H 3.58456 0.34465 0.44045  0.2489
18 H 0.46799 2.45311 -2.92666  0.2035
19 H -5.05458 0.15328 0.38149  0.2311
20 H -4.63070 1.86063 0.59403  0.2296
21 H -4.80139 0.62722 2.02769  0.2324
22 H 4.61283 -2.01082 0.46657  0.2261
23 H 4.93869 -1.35031 -1.13662  0.2294
24 H 3.77319 -2.57464 -0.84164  0.2206

Atomic forces in eV per Å
C -2.1 0.8 0.4
C 0.0 -0.6 -0.3
C 1.4 -0.7 -0.2
C -1.1 1.7 -0.7
C 0.3 0.1 -0.9
C -2.9 -0.5 -0.2
C -1.2 0.0 -0.1
C -3.5 -0.4 -3.1
O -0.1 0.0 1.3
O 0.1 -0.6 -1.8
P 0.1 0.9 0.0
Cl -0.3 0.1 0.5
Cl -0.1 -0.2 0.0
H 1.1 -0.8 0.0
H 0.0 0.2 0.1
H -0.7 0.0 0.9
H 1.0 0.4 0.2
H 1.1 -0.9 0.5
H 1.1 0.4 0.1
H -0.1 -0.9 0.9
H 1.2 0.7 -1.1
H 2.8 -1.5 3.8
H 1.8 0.6 -0.7
H 0.1 1.3 0.4



Record 3
This record from the Open Molecules 2025 dataset describes a cluster of 2 separate species, C8H11Cl5F3P in total. The level of theory is ωB97M-V/def2-TZVPD.

Frontier orbital gap in eV: 9.2
SMILES string: C[C@@H](Cl)[C@@H](Cl)PCCC(F)=C(F)F.ClC(Cl)Cl
Net charge: 0
HOMO in hartree: -0.31908
LUMO energy in eV: 0.49

Last column: natural (NBO) charge in e.
Geometry (Å):
1 C -0.38440 1.13585 -2.54747  -0.6419
2 C -1.65993 1.21869 -1.73102  -0.1818
3 Cl -2.99538 1.61273 -2.88773  -0.0605
4 C -1.97091 -0.07479 -0.86443  -0.4913
5 Cl -3.68219 -0.59227 -1.04292  -0.0234
6 P -0.97479 -1.58327 -1.34209  0.5137
7 C -1.09607 -2.68512 0.15512  -0.6842
8 C -0.61210 -2.11347 1.51395  -0.4725
9 C 0.79689 -1.63874 1.54794  0.2295
10 F 1.63822 -2.08890 0.62769  -0.3076
11 C 1.27911 -0.80904 2.41936  0.6521
12 F 0.62186 0.05504 3.09389  -0.2787
13 F 2.57311 -0.85221 2.65081  -0.3014
14 H -0.50366 0.50033 -3.41823  0.2338
15 H 0.42402 0.75623 -1.92591  0.2183
16 H -0.08760 2.14000 -2.83485  0.2316
17 H -1.65958 2.05503 -1.04270  0.2177
18 H -1.77866 0.15052 0.18145  0.2215
19 H 0.38683 -1.24711 -1.48786  -0.0139
20 H -2.11821 -3.03540 0.26010  0.2495
21 H -0.46150 -3.54436 -0.06429  0.2405
22 H -1.28418 -1.33976 1.88174  0.2306
23 H -0.67784 -2.94605 2.22077  0.2249
24 C 2.85935 3.06331 1.00606  -0.2881
25 Cl 4.20705 3.18121 -0.12671  0.0208
26 Cl 1.32421 3.35154 0.18345  0.0052
27 Cl 2.85465 1.49710 1.81645  0.0274
28 H 2.98170 3.83294 1.75740  0.2283

Atomic forces in eV per Å
C 0.2 0.4 0.6
C -0.6 -0.7 -0.1
Cl 0.3 0.2 0.1
C 0.6 0.3 -0.6
Cl 0.3 -0.2 0.7
P -1.1 -1.2 -1.2
C 1.1 1.0 0.4
C -0.5 -0.6 -0.6
C -1.9 0.1 -0.9
F 0.8 -1.4 -0.3
C 1.1 -1.0 -0.5
F -0.9 0.8 1.8
F 0.8 0.6 0.6
H 0.0 0.0 -0.1
H 0.1 0.0 0.0
H -0.1 0.0 -0.3
H 0.2 0.1 0.0
H -0.4 0.2 0.1
H -0.1 0.3 0.9
H -0.1 0.0 -0.2
H -0.1 -0.1 -0.2
H 0.0 0.1 0.0
H -0.1 0.1 0.2
C 0.1 -0.1 0.0
Cl 0.0 0.0 0.0
Cl -0.1 0.0 0.0
Cl 0.3 0.9 -0.4
H 0.0 0.0 0.0



Record 4
This record from the Open Molecules 2025 dataset describes a cluster of 2 separate species, C8H11ClN2O2S in total. The level of theory is ωB97M-V/def2-TZVPD.

Frontier orbital gap (alpha / beta) in eV: 5.6 / 5.1
Net charge: 0
Multiplicity: 3
HOMO (alpha / beta) in hartree: -0.19203 / -0.32707
LUMO energy (alpha / beta) in eV: 0.39 / -3.75

Last column: Mulliken spin population.
Geometry (Å):
1 C -3.92230 1.26890 -1.15134  0.0026
2 C -0.25307 1.23609 0.40675  0.2793
3 C -1.46461 -0.17314 1.60869  0.0150
4 C -1.13305 -0.84053 0.25714  0.0486
5 C -0.92967 1.17604 1.55457  0.2821
6 C -0.08049 0.02244 -0.36117  0.0269
7 C 2.61489 -0.01287 -0.50115  0.0143
8 C 1.25846 -0.59940 0.02488  0.0133
9 N -3.14956 1.40854 -1.98429  0.0022
10 N -2.06850 -0.67478 2.58977  0.2272
11 O -0.43520 2.71892 -1.73079  0.1212
12 O -0.65752 3.74784 0.50458  0.4103
13 S 0.25703 2.87991 -0.25187  0.5260
14 Cl -5.01450 1.04836 -0.02563  0.0026
15 H -0.70708 -1.87812 0.36416  -0.0047
16 H -2.00711 -0.76937 -0.32031  -0.0020
17 H -1.24440 2.02554 2.08382  0.0251
18 H -0.26063 -0.05991 -1.49313  0.0065
19 H 2.49324 0.51956 -1.52699  -0.0037
20 H 3.27665 -0.87496 -0.51476  0.0003
21 H 3.06196 0.75359 0.14539  -0.0056
22 H 1.31147 -0.74317 1.10169  0.0109
23 H 1.23858 -1.59899 -0.45160  -0.0067
24 H -1.34662 2.94240 -1.96319  0.0081
25 H -2.19924 -0.02497 3.32727  0.0001

Atomic forces in eV per Å
C 0.6 0.1 -0.7
C 1.5 3.1 -2.6
C 1.0 1.2 -0.6
C 0.4 -1.3 2.5
C -1.2 -1.0 0.6
C 1.9 -1.1 -1.7
C -1.2 1.2 -0.7
C 1.3 -0.9 -1.7
N 0.6 0.2 -0.5
N -1.0 -2.2 0.0
O 1.7 0.1 -1.0
O 1.1 0.8 0.4
S -3.3 -1.8 0.1
Cl -1.1 -0.3 1.3
H -1.1 0.8 -0.1
H -1.3 -0.5 -0.8
H -0.2 0.6 1.1
H 0.6 1.0 1.5
H 0.3 -1.3 1.4
H 0.4 0.3 -0.5
H -0.2 -0.2 0.1
H -0.1 0.0 0.1
H 0.0 0.1 0.5
H -0.4 0.1 0.6
H -0.1 0.8 0.8



Record 5
This record from the Open Molecules 2025 dataset describes the ion C8H11ClNS with charge +1. The level of theory is ωB97M-V/def2-TZVPD.

Frontier orbital gap in eV: 8.8
Net charge: +1
HOMO in hartree: -0.49108
LUMO energy in eV: -4.55
Relative energy (zero: lowest compared OMol25 entry of this formula, charge and spin) in kcal/mol: 0.00

Last column: natural (NBO) charge in e.
Geometry (Å):
1 C 3.48572 -0.01357 0.10836  -0.6138
2 C 2.07682 -0.58658 0.18727  -0.1823
3 Cl 1.51733 -0.56908 1.87663  -0.0357
4 C 1.13994 0.22456 -0.73366  -0.4717
5 C -0.29589 0.24428 -0.31917  0.3171
6 C -1.03962 -0.88579 0.00694  -0.2235
7 C -2.37142 -0.76184 0.35829  -0.0585
8 S -3.32121 -2.18206 0.86747  0.0575
9 C -2.96666 0.49985 0.40863  -0.2298
10 C -2.20375 1.59849 0.07417  0.0835
11 N -0.91460 1.43738 -0.27639  -0.4275
12 H 3.51157 0.93486 0.63484  0.2237
13 H 3.70275 0.18907 -0.93896  0.2188
14 H 4.22155 -0.70742 0.48963  0.2437
15 H 2.10196 -1.61147 -0.16442  0.2222
16 H 1.50790 1.24748 -0.77590  0.2242
17 H 1.20504 -0.18661 -1.73827  0.2644
18 H -0.57023 -1.85429 -0.00197  0.2643
19 H -3.81048 -2.50427 -0.34034  0.1636
20 H -3.99053 0.63060 0.70353  0.2680
21 H -2.60798 2.59462 0.08440  0.2492
22 H -0.37822 2.26178 -0.51106  0.4426

Atomic forces in eV per Å
C -0.5 0.1 -0.4
C 0.3 0.2 -0.5
Cl -0.1 -0.1 0.2
C 0.0 0.0 0.5
C -0.2 -0.3 -0.1
C 0.2 0.4 -0.2
C -0.3 -0.1 0.0
S 0.0 -0.2 0.2
C 0.7 0.5 -0.3
C -0.5 -0.5 0.2
N -0.1 -0.1 0.1
H 0.2 0.1 0.2
H 0.2 -0.1 -0.1
H 0.1 0.0 0.2
H -0.2 -0.3 0.3
H 0.0 0.2 0.0
H 0.1 0.0 -0.2
H 0.1 -0.1 0.0
H 0.1 0.2 -0.1
H -0.2 0.0 0.0
H 0.1 0.2 0.0
H 0.1 0.1 0.0



| no. | total energy (a.u.) |
| --- | --- |
| 1 | -3358.6924 |
| 2 | -1723.4460 |
| 3 | -3253.2511 |
| 4 | -1429.5346 |
| 5 | -1224.3463 |